9
Properties=species:S:1:pos:R:3 method="wB97M-V/def2-TZVPD" total_charge=0 gap_ev=8.2 e_lumo_ev=-1.0664 homo_ev=-9.28 e_tot_ha=-3574.03195
C 1.960 0.084 0.699
O 1.326 -0.890 -0.139
Si -2.726 -0.229 -1.972
Br -2.296 1.956 -1.415
I -3.902 -1.013 0.157
I -0.705 -1.007 0.086
H 1.630 0.016 1.700
H 1.739 1.176 0.352
H 2.974 -0.091 0.532